1.
11
Properties=species:S:1:pos:R:3:forces:R:3:lowdin_charge:R:1 method="wB97M-V/def2-TZVPD" smiles="NC(=O)O.N" orbital_gap_ev=10.22 homo_ha=-0.3518 relative_energy_kj_mol=19.0
N 2.15843 -0.43961 0.98662 0.063 0.411 0.108 0.144
C 0.86562 -0.45160 0.50755 0.035 -0.798 0.267 -0.733
O 0.22818 -1.49684 0.47357 -0.202 0.210 -0.169 0.013
O 0.43915 0.71010 0.09343 -0.782 0.532 -0.439 0.016
H 2.53152 0.44925 1.28512 -0.092 -0.079 -0.121 0.093
H 2.37562 -1.21728 1.58302 0.033 -0.116 -0.033 0.094
H -0.58362 0.64499 -0.33894 1.412 0.130 0.700 0.041
N -1.81832 0.50731 -1.02862 -0.099 0.180 0.211 0.098
H -2.32283 1.32517 -1.32400 0.020 0.249 -0.268 0.069
H -1.44723 -0.00721 -1.81843 -0.528 -0.260 0.045 0.084
H -2.42651 -0.02430 -0.41932 0.141 -0.459 -0.300 0.081

=====

2.
101
Properties=species:S:1:pos:R:3:forces:R:3:lowdin_charge:R:1 method="wB97M-V/def2-TZVPD" orbital_gap_ev=6.41 homo_ha=-0.2369 relative_energy_kj_mol=161.1
Sc -0.14734 0.09642 -0.12184 0.342 -0.114 0.052 0.842
C -0.19058 5.51980 3.31078 -0.005 -0.043 -0.089 -0.090
C -0.26668 5.36288 1.79363 0.051 0.002 0.124 -0.257
N 0.67538 4.38336 1.28455 -0.098 0.041 0.118 -0.024
C 0.46831 3.04238 1.33080 0.111 -0.228 -0.010 -0.835
S 1.80321 2.02934 1.00216 -0.026 -0.352 0.316 0.666
N -0.76590 2.67479 1.65484 -0.318 0.525 -0.047 -0.005
N -1.05761 1.36535 1.54522 -0.012 -0.144 0.475 -0.057
C -2.13342 0.95343 2.13943 0.294 0.477 -0.047 -0.272
C -3.04502 1.86244 2.90552 0.037 -0.036 -0.046 -0.018
C -2.38600 -0.48356 2.09715 -0.039 -0.483 -0.026 -0.247
C -3.46937 -1.06978 2.75359 -0.027 0.175 0.039 -0.004
C -3.57723 -2.44647 2.78761 0.086 -0.060 -0.099 -0.054
C -2.59666 -3.21018 2.17119 -0.108 0.008 0.070 -0.052
C -1.59776 -2.54852 1.48138 0.118 -0.064 -0.122 -0.199
N -1.48817 -1.22713 1.43960 -0.409 0.216 -0.023 -0.043
H -0.90126 6.27241 3.65659 -0.001 -0.011 0.023 0.068
H -0.42189 4.56728 3.78919 -0.017 0.018 0.019 0.061
H 0.81094 5.82305 3.62036 -0.008 0.020 -0.001 0.070
H -1.26885 5.04747 1.51016 -0.001 0.023 -0.072 0.096
H -0.05669 6.31279 1.29968 -0.004 -0.005 -0.016 0.112
H 1.64111 4.65109 1.19949 0.018 0.001 -0.086 0.112
H -2.69538 2.88419 2.80191 -0.030 0.007 0.017 0.060
H -4.06708 1.78793 2.52707 -0.011 -0.024 0.020 0.088
H -3.06220 1.60136 3.96650 -0.011 -0.031 0.000 0.089
H -4.21710 -0.44776 3.22514 0.031 -0.008 0.019 0.108
H -4.41565 -2.91740 3.28401 0.010 -0.002 0.025 0.111
H -2.62851 -4.29054 2.18415 0.007 0.004 -0.037 0.109
H -0.86010 -3.10328 0.91348 0.000 0.015 -0.008 0.106
N -1.94267 1.88784 -1.13059 0.135 0.134 -0.016 -0.015
C -1.16334 3.01475 -1.65978 0.161 -0.298 0.115 -0.141
C 0.28621 2.56062 -1.91001 -0.452 0.419 -0.151 -0.644
O 1.05916 3.27520 -2.51031 0.040 -0.104 0.005 0.064
O 0.53736 1.38234 -1.43877 0.170 -0.326 -0.746 -0.266
H -2.33229 1.34571 -1.89318 -0.027 -0.233 0.097 0.017
H -2.72115 2.20702 -0.56813 -0.011 0.010 0.069 0.085
H -1.13203 3.82422 -0.93100 0.005 0.003 0.004 0.106
H -1.55672 3.41108 -2.59733 -0.001 0.063 0.010 0.120
C 0.85431 0.31489 4.11534 0.106 0.122 -0.078 -0.051
N 0.27863 -0.92949 3.61777 0.173 0.001 0.069 -0.102
C -0.20976 -1.82024 4.66614 -0.125 -0.133 -0.145 -0.125
C 0.78707 -2.97396 4.67942 0.002 0.078 0.062 -0.129
N 1.35617 -2.90496 3.34166 -0.074 -0.155 0.125 -0.070
C 2.48252 -3.78487 3.07941 -0.036 -0.150 -0.038 -0.051
C 1.07662 -1.68910 2.74562 -0.179 -0.084 -0.269 -0.360
N 1.34291 -1.31465 1.54343 -0.146 0.322 0.129 0.067
C 2.20004 -2.15079 0.72548 0.144 0.171 -0.148 -0.225
C 2.55191 -1.46065 -0.58050 -0.049 -0.103 0.256 -0.218
N 1.34128 -1.27366 -1.37210 -0.102 0.138 -0.337 0.046
C 1.39886 -1.61619 -2.61938 -0.015 -0.228 0.266 -0.319
N 2.52725 -2.08869 -3.26688 0.024 -0.077 -0.194 -0.090
C 3.84798 -1.49343 -3.18015 0.125 0.088 -0.075 -0.047
C 2.16878 -2.70686 -4.53414 -0.014 -0.016 -0.080 -0.123
C 0.64577 -2.79493 -4.43176 0.072 -0.068 0.167 -0.125
N 0.28307 -1.75966 -3.46661 -0.058 -0.013 0.035 -0.110
C -0.24560 -0.55293 -4.10047 0.071 -0.010 0.039 -0.047
H 1.63720 0.13170 4.86656 -0.046 0.013 -0.005 0.093
H 0.06755 0.91800 4.57068 -0.011 -0.016 -0.030 0.089
H 1.28359 0.87556 3.29227 0.035 0.089 -0.167 0.012
H -1.20895 -2.17862 4.40045 0.067 0.008 0.044 0.102
H -0.27249 -1.30208 5.62048 0.028 0.031 -0.008 0.122
H 0.29066 -3.93442 4.82546 0.057 -0.024 0.051 0.122
H 1.55945 -2.85681 5.44958 0.021 -0.001 -0.024 0.123
H 2.41092 -4.61845 3.77523 0.004 -0.014 0.021 0.089
H 3.44380 -3.28904 3.24357 -0.008 -0.018 0.035 0.098
H 2.45751 -4.19357 2.07294 0.049 -0.041 0.167 0.074
H 1.69836 -3.09555 0.47419 0.022 -0.002 0.014 0.120
H 3.14141 -2.37558 1.23366 -0.034 -0.003 -0.154 0.108
H 3.26353 -2.10944 -1.09182 -0.019 0.065 0.158 0.098
H 3.02259 -0.49546 -0.36537 0.051 -0.035 -0.013 0.114
H 3.85448 -0.63761 -2.51092 -0.012 -0.013 -0.058 0.091
H 4.14640 -1.13860 -4.17017 -0.051 0.004 -0.020 0.091
H 4.59590 -2.21763 -2.84736 0.017 0.039 0.026 0.092
H 2.62402 -3.69408 -4.63118 0.039 0.026 -0.029 0.122
H 2.50457 -2.08942 -5.37548 0.000 0.032 0.031 0.117
H 0.34144 -3.76853 -4.04077 0.038 0.040 -0.078 0.100
H 0.14001 -2.63124 -5.37995 -0.007 0.015 0.005 0.128
H -1.22911 -0.78659 -4.50786 -0.002 0.016 0.017 0.087
H -0.34837 0.22688 -3.36257 -0.046 0.178 0.174 0.050
H 0.41225 -0.19104 -4.90358 -0.028 -0.006 0.010 0.100
C -4.83748 -5.20640 -5.59136 0.025 -0.010 0.007 -0.061
C -4.17234 -4.24096 -4.64760 -0.036 0.053 -0.029 -0.284
C -4.60864 -2.93183 -4.52246 -0.004 -0.059 0.006 -0.028
C -4.03891 -2.04089 -3.61500 0.015 -0.010 -0.022 -0.305
C -4.57895 -0.63408 -3.57446 0.091 -0.130 0.126 -0.082
C -2.99280 -2.48335 -2.79392 0.497 0.472 0.168 -0.483
Se -2.29671 -1.36313 -1.36628 -0.660 -0.122 -0.123 0.769
C -2.50651 -3.79103 -2.93588 0.088 -0.074 -0.069 -0.306
C -1.36935 -4.31131 -2.09555 -0.082 0.066 0.052 -0.101
C -3.10594 -4.64389 -3.85398 0.042 -0.020 -0.012 -0.029
H -5.59509 -4.71114 -6.19824 0.013 0.014 -0.003 0.070
H -5.32793 -6.00976 -5.03722 -0.002 -0.015 -0.028 0.078
H -4.11129 -5.66746 -6.26364 -0.015 -0.010 -0.005 0.075
H -5.42828 -2.58387 -5.14432 -0.008 -0.009 0.005 0.114
H -5.66821 -0.63600 -3.63230 0.000 0.006 -0.058 0.076
H -4.19463 -0.05582 -4.41900 -0.006 0.049 0.027 0.082
H -4.27641 -0.14917 -2.64950 -0.051 0.087 -0.034 0.007
H -0.71888 -3.49013 -1.79280 0.018 -0.079 -0.015 0.015
H -0.79096 -5.05809 -2.64316 -0.065 -0.078 0.040 0.068
H -1.76026 -4.78091 -1.18796 0.046 0.001 0.038 0.081
H -2.73488 -5.66152 -3.94348 0.011 0.004 0.002 0.117

=====

3.
39
Properties=species:S:1:pos:R:3:forces:R:3:lowdin_charge:R:1 method="wB97M-V/def2-TZVPD" total_charge=-3 orbital_gap_ev=2.74 homo_ha=0.1320
C 14.95985 -11.62729 -16.72460 1.575 0.146 0.452 -0.499
O 16.14159 -11.17596 -16.26986 -0.071 0.086 -0.038 -0.424
H 14.14440 -10.86924 -16.54410 -0.512 -0.369 -0.196 0.013
H 14.99479 -11.86934 -17.82559 -0.478 0.078 -0.096 0.031
H 14.68248 -12.59301 -16.21061 -0.623 0.040 -0.097 0.020
C 15.29768 -10.67485 -21.14307 0.712 0.206 0.906 -0.543
O 16.61467 -10.45614 -20.99185 0.066 0.061 -0.641 -0.450
H 14.86711 -10.25367 -22.09919 -0.304 -0.330 -0.159 0.005
H 15.02945 -11.76371 -21.03154 -0.353 -0.080 -0.535 0.012
H 14.68040 -10.22089 -20.32172 -0.150 0.159 -0.118 0.021
C 14.17158 -13.19634 -12.59783 0.476 0.719 0.347 -0.537
O 14.62494 -12.14527 -11.87045 -0.287 -0.063 0.283 -0.495
H 13.95526 -12.97863 -13.66944 -0.048 0.069 0.005 0.023
H 14.93985 -14.01525 -12.64768 -0.309 -0.426 -0.007 0.012
H 13.20858 -13.61884 -12.18407 -0.005 -0.445 -0.096 -0.001
C 11.96536 -10.23180 -18.75057 0.118 -0.035 0.082 -0.153
O 10.86425 -11.15329 -18.73453 -0.341 0.257 -0.088 -0.155
H 12.01270 -9.68314 -19.69581 0.158 -0.207 -0.106 0.067
H 11.82117 -9.48328 -17.97212 -0.198 -0.222 0.173 0.064
H 12.89225 -10.76450 -18.53730 0.164 0.228 -0.138 0.057
H 11.06653 -11.82897 -19.38598 0.129 -0.042 0.084 0.059
C 13.89245 -7.60720 -16.05105 0.842 0.264 0.614 -0.142
O 15.23266 -7.18792 -15.73257 -0.049 0.115 -0.472 -0.130
H 13.50832 -7.09353 -16.93956 -0.060 0.061 0.070 0.062
H 13.91783 -8.67860 -16.23953 0.032 -0.032 0.148 0.062
H 13.32978 -7.35537 -15.14756 -0.717 -0.392 -0.335 0.069
H 15.15087 -6.34276 -15.28569 0.079 0.008 -0.001 0.042
C 13.19831 -15.59362 -16.78247 -0.579 -0.534 0.081 -0.130
O 13.06378 -16.52889 -17.87244 0.326 -0.029 -0.222 -0.161
H 12.27221 -15.02341 -16.69807 0.201 0.321 0.081 0.075
H 13.34669 -16.14330 -15.84915 0.141 0.152 0.065 0.071
H 14.04240 -14.93618 -16.96036 -0.047 0.054 -0.132 0.064
H 12.25187 -17.02577 -17.75346 -0.010 0.110 0.133 0.045
C 16.98824 -13.97640 -19.26181 0.388 -0.537 -0.023 -0.176
O 17.97664 -13.25971 -18.54855 0.149 -0.062 -0.315 -0.110
H 16.24441 -14.42302 -18.59234 -0.170 0.292 -0.012 0.063
H 16.52633 -13.32115 -19.99654 -0.025 0.223 0.208 0.060
H 17.45939 -14.82163 -19.79878 -0.124 0.066 -0.162 0.055
H 18.50509 -13.90520 -18.07497 -0.093 0.090 0.256 0.054

=====

4.
60
Properties=species:S:1:pos:R:3:forces:R:3:lowdin_charge:R:1 method="wB97M-V/def2-TZVPD" orbital_gap_ev=7.14 homo_ha=-0.2655 relative_energy_kj_mol=17.9
K -0.57078 0.21891 1.68919 -0.165 0.192 0.220 0.793
C 3.73867 -1.82800 0.15123 -0.028 -0.001 0.014 -0.047
C 2.32954 -1.54949 0.59724 0.015 0.005 -0.008 -0.295
N 1.80426 -0.37273 0.61012 0.168 -0.081 -0.111 -0.015
N 2.60288 0.63951 0.18308 0.055 -0.046 -0.085 0.028
C 1.97121 1.81577 0.14009 -0.355 0.100 0.072 -0.478
O 0.77585 2.06689 0.43670 0.041 -0.165 -0.003 -0.142
C 2.82475 2.96067 -0.33363 0.098 -0.046 0.003 -0.145
C 2.31280 4.25226 -0.26995 -0.012 -0.023 0.011 -0.035
C 3.07256 5.33287 -0.69036 0.003 0.026 -0.011 -0.090
C 4.35349 5.13130 -1.18570 0.001 0.009 -0.003 -0.101
C 4.86964 3.84437 -1.25611 -0.013 -0.019 0.005 -0.090
C 4.11045 2.76460 -0.83074 0.021 0.019 -0.010 -0.036
C 1.48255 -2.68823 1.02043 -0.071 -0.019 0.038 -0.225
C 1.86451 -3.99989 0.70845 -0.029 0.012 0.012 -0.024
C 1.08144 -5.06240 1.12383 0.033 -0.002 0.000 -0.086
C -0.08029 -4.80874 1.83470 -0.030 0.027 0.043 -0.077
C -0.39352 -3.48287 2.09149 -0.021 -0.094 -0.015 -0.150
N 0.34936 -2.45310 1.70699 0.076 0.141 -0.073 0.062
H 4.31429 -0.90998 0.21600 0.001 0.006 -0.007 0.059
H 3.76854 -2.16526 -0.88934 0.010 0.006 -0.006 0.086
H 4.20503 -2.59709 0.76822 0.003 -0.002 0.000 0.074
H 1.31360 4.38730 0.12275 0.005 0.000 -0.002 0.101
H 2.66593 6.33478 -0.62995 0.005 0.005 -0.003 0.097
H 4.94923 5.97330 -1.51530 -0.007 0.008 0.001 0.096
H 5.86794 3.68210 -1.64288 0.002 0.002 -0.002 0.097
H 4.50021 1.75771 -0.87747 -0.002 0.000 0.005 0.098
H 2.77066 -4.17654 0.14865 0.016 -0.018 0.000 0.102
H 1.38059 -6.07909 0.89761 -0.008 0.002 -0.003 0.110
H -0.72807 -5.60098 2.18392 0.020 -0.013 -0.010 0.107
H -1.29655 -3.24123 2.64312 -0.011 0.015 0.010 0.111
O -2.79843 1.71054 1.94933 0.042 -0.129 -0.079 -0.630
S -3.55787 2.09717 0.70777 -0.028 -0.033 0.106 0.912
C -3.87766 3.86961 0.89802 0.003 0.026 0.002 -0.326
C -2.58031 4.56403 0.51159 0.023 0.005 0.000 -0.233
C -2.18027 3.91226 -0.80932 -0.056 0.002 0.004 -0.217
C -2.32844 2.40243 -0.60035 0.140 0.200 -0.101 -0.322
H -4.20090 4.00846 1.92824 -0.008 0.024 -0.006 0.092
H -4.69321 4.13318 0.21969 -0.004 -0.009 0.001 0.093
H -1.82086 4.36750 1.27148 -0.002 0.007 -0.004 0.117
H -2.70758 5.64353 0.42723 0.002 0.001 -0.007 0.113
H -1.15597 4.14793 -1.09822 -0.002 0.001 0.012 0.110
H -2.84440 4.25888 -1.60529 0.004 -0.002 -0.001 0.111
H -1.38929 2.00143 -0.21990 -0.033 -0.083 -0.008 0.040
H -2.62460 1.84736 -1.48744 0.009 -0.005 -0.010 0.083
N -1.27280 -5.57161 -1.35487 -0.026 -0.019 -0.036 0.180
C -2.45049 -5.00982 -0.96984 -0.027 0.088 0.031 -0.498
O -3.47444 -5.64356 -0.82306 -0.001 -0.052 0.010 0.072
C -2.42508 -3.51822 -0.76194 0.006 -0.040 -0.003 -0.138
C -1.51299 -2.68501 -1.39012 0.007 -0.013 0.011 -0.003
C -1.58885 -1.32132 -1.15162 0.038 0.123 0.003 -0.128
N -2.48598 -0.76520 -0.33865 0.082 -0.180 0.035 0.033
C -3.35682 -1.57916 0.26336 -0.053 0.020 -0.022 -0.120
C -3.37527 -2.95036 0.07566 0.011 0.014 -0.031 0.007
H -1.25626 -6.57704 -1.40385 0.012 0.002 -0.001 0.116
H -0.40535 -5.09753 -1.16903 0.002 -0.008 0.002 0.077
H -0.76842 -3.07332 -2.07188 0.011 0.030 -0.012 0.118
H -0.89056 -0.64065 -1.62848 0.014 -0.015 0.005 0.121
H -4.07643 -1.10125 0.91965 0.011 0.008 0.010 0.111
H -4.11128 -3.57698 0.55948 0.001 -0.010 0.005 0.123